C46H45N4O3 | ωB97M-V/def2-TZVPD

```
98
Properties=species:S:1:pos:R:3:forces:R:3
O 5.6360 1.1374 1.6760 -1.44 -0.88 1.27
N 4.8799 0.5074 2.4488 2.97 -0.81 0.00
O 5.2579 -0.5102 3.0748 -0.80 1.83 -1.01
C 3.5272 0.9251 2.5854 -1.85 0.09 -0.40
C 2.6421 0.1325 3.3454 0.56 0.28 -0.43
C 1.2815 0.2576 3.1495 -0.43 0.36 -0.37
C 0.7363 1.1600 2.1805 1.53 -0.08 0.23
C -0.6492 1.1796 1.7864 -1.10 -0.59 0.39
C -1.5672 0.1406 1.9730 1.11 1.16 -0.27
N -2.9050 0.3945 2.0093 0.06 -0.28 -0.20
C -3.4497 1.7366 2.1579 -0.17 0.48 0.16
C -4.9737 1.6120 1.9539 0.11 0.38 -0.13
C -5.2852 0.1175 1.8577 -0.12 -0.33 0.01
C -3.9388 -0.6263 1.9189 -0.41 -0.55 0.03
C -1.0996 -1.2812 2.0434 0.12 -0.56 0.60
C -0.0948 -1.7381 1.1723 -0.45 0.02 -0.30
C 0.2456 -3.0893 1.0916 -0.01 0.16 0.42
C -0.2434 -3.9776 2.0555 -0.28 0.09 -0.19
C -1.1490 -3.5186 3.0169 0.06 0.16 -0.02
C -1.5949 -2.1927 2.9971 0.21 0.01 -0.18
C 1.6572 2.0918 1.6057 -0.56 -0.39 0.11
C 3.0221 1.9592 1.7664 0.57 -0.58 0.50
H 3.0655 -0.5965 4.0356 -0.22 0.15 -0.24
H 0.6094 -0.3815 3.7223 0.20 0.22 -0.15
H -1.0116 2.1311 1.3943 0.01 -0.21 0.30
H -3.2226 2.1395 3.1619 0.12 -0.19 -0.33
H -3.0226 2.4358 1.4268 -0.06 -0.22 0.13
H -5.5117 2.0820 2.7842 0.12 -0.08 -0.21
H -5.2757 2.1327 1.0357 0.06 -0.13 0.23
H -5.9270 -0.2024 2.6858 0.12 0.03 -0.19
H -5.8143 -0.1227 0.9293 0.10 0.10 0.21
H -3.7996 -1.2724 1.0343 0.09 0.22 0.23
H -3.9263 -1.2857 2.7989 -0.04 0.20 -0.35
H 0.4190 -1.0054 0.5496 -0.29 -0.23 0.13
H 0.9029 -3.4419 0.2934 0.06 0.14 0.43
H 0.0797 -5.0198 2.0504 -0.16 0.29 0.00
H -1.5219 -4.1960 3.7879 0.15 0.20 -0.24
H -2.2959 -1.8496 3.7625 0.27 -0.17 -0.29
H 1.2737 2.8874 0.9654 0.05 -0.22 0.12
H 3.7396 2.6016 1.2574 -0.28 -0.15 0.05
C -5.3313 -3.1951 -5.7200 -0.04 0.28 -0.34
N -4.4230 -3.3740 -4.6125 -0.07 -0.89 0.61
C -4.3606 -4.5495 -3.9035 -0.90 -0.29 -0.63
O -5.0250 -5.5570 -4.1213 1.13 1.21 0.38
C -3.3226 -4.3600 -2.8010 -0.68 -0.19 0.54
C -2.0895 -5.2487 -3.0039 0.00 -0.16 -0.12
C -1.4617 -5.0567 -4.3617 0.41 -0.25 -0.02
C -1.9465 -5.7717 -5.4623 -0.05 0.19 -0.07
C -1.4415 -5.5230 -6.7380 0.03 0.17 0.10
C -0.4417 -4.5610 -6.9185 -0.04 -0.07 0.21
C 0.1135 -3.9223 -5.8052 -0.08 -0.04 -0.02
C -0.3737 -4.1943 -4.5245 -0.35 0.14 -0.29
N -3.0525 -2.9201 -2.8773 1.34 1.36 1.54
C -2.2290 -2.2563 -2.0449 -0.88 -1.78 -1.52
C -1.8455 -0.9400 -2.2879 0.69 1.52 0.16
C -0.6838 -0.3753 -1.7699 -0.86 -0.88 -0.60
C -0.2851 0.9891 -1.9497 0.33 1.13 -0.09
C 1.0651 1.3719 -1.7264 -0.37 -0.45 -0.22
C 1.5256 2.6240 -2.1130 -0.18 0.24 0.07
C 0.6372 3.5602 -2.6630 0.08 -0.51 0.12
C -0.7180 3.2331 -2.8066 -0.18 -0.13 0.25
C -1.1898 1.9824 -2.4130 0.45 -0.20 -0.22
C -3.7061 -2.2564 -4.0224 -0.07 -0.52 -1.01
C -4.6079 -1.1069 -3.6755 -0.59 0.02 0.56
C -5.5230 -1.1702 -2.6906 0.66 -0.15 -0.80
C -6.3019 -0.0347 -2.2287 -0.87 0.95 0.50
C -7.3615 -0.2375 -1.3133 0.39 0.03 -0.49
C -8.1316 0.8299 -0.8610 0.08 0.32 -0.10
C -7.8474 2.1349 -1.2918 0.14 -0.42 -0.07
C -6.7851 2.3558 -2.1792 -0.02 -0.21 0.00
C -6.0188 1.2863 -2.6465 -0.30 -0.28 0.33
H -5.8753 -4.1276 -5.8900 0.16 0.17 0.13
H -6.0355 -2.3853 -5.5001 0.01 -0.18 -0.05
H -4.7717 -2.9319 -6.6259 -0.10 -0.08 0.11
H -3.8046 -4.5820 -1.8334 0.20 0.00 -0.30
H -1.3666 -5.0380 -2.2067 -0.11 -0.12 -0.07
H -2.4365 -6.2869 -2.9035 0.08 0.28 0.13
H -2.7399 -6.5089 -5.3110 0.23 0.25 -0.11
H -1.8422 -6.0717 -7.5907 0.14 0.17 0.21
H -0.0893 -4.3217 -7.9228 -0.02 -0.12 0.31
H 0.9247 -3.2053 -5.9291 -0.16 -0.21 -0.02
H 0.0692 -3.7190 -3.6453 -0.09 -0.05 -0.27
H -1.8428 -2.8154 -1.1850 0.06 0.05 -0.37
H -2.4495 -0.3613 -2.9921 0.22 -0.12 0.44
H 0.0544 -1.0713 -1.3701 -0.27 0.31 0.30
H 1.7465 0.6495 -1.2679 -0.14 0.22 -0.24
H 2.5783 2.8793 -1.9786 -0.35 -0.07 0.00
H 1.0010 4.5429 -2.9645 -0.12 -0.29 0.05
H -1.4099 3.9667 -3.2234 0.19 -0.20 0.21
H -2.2532 1.7412 -2.4730 0.29 0.15 -0.11
H -2.9483 -1.8887 -4.7402 0.02 -0.24 0.34
H -4.5146 -0.2315 -4.3236 0.09 -0.15 0.42
H -5.7315 -2.1304 -2.2065 0.29 0.24 0.06
H -7.5768 -1.2586 -0.9872 0.00 0.32 -0.05
H -8.9616 0.6499 -0.1756 0.27 0.06 -0.20
H -8.4561 2.9704 -0.9427 0.21 -0.25 -0.10
H -6.5584 3.3694 -2.5141 -0.07 -0.30 0.10
H -5.1903 1.4594 -3.3360 -0.28 0.10 0.24
```
Forces are in eV/Å.

Computed properties:
Charge: +1
Energy above the lowest of the compared OMol25 structures with the same formula, charge and spin: 0.000 eV
LUMO level: -4.73 eV
E: -60525.4244 eV
M: 701.9 Da
Frontier orbital gap: 4.7 eV
Multiplicity: 1

Mulliken population analysis, charges in e, atoms 1 to 8: -0.592 0.925 -0.587 -0.165 -0.567 -0.197 0.226 -0.977